1.
The following is a DFT calculation (the ωB97M-V functional and the def2-TZVPD basis) of a structure of composition C4H5NO2 in a non-equilibrium geometry.

```
12
C4H5NO2 | the OMol25 dataset | the ωB97M-V functional and the def2-TZVPD basis
C -0.441 0.206 -0.192
C -0.357 -1.166 -0.843
C 0.789 1.091 -0.329
C -0.159 0.323 1.324
O 1.337 0.373 1.222
N 0.429 1.588 1.377
O 1.445 1.548 -1.196
H -1.349 0.737 -0.483
H -0.687 -0.178 2.137
H -1.238 -1.755 -0.588
H 0.528 -1.704 -0.503
H -0.298 -1.062 -1.926
```

Summary:
Frontier orbital gap in eV: 10.19
Energy relative to the best compared isomer or geometry (same formula, charge and spin) in kJ/mol: 484.01
HOMO level in eV: -9.37
Electronic energy in eV: -9809.298
LUMO in Eh: 0.02999
Largest force on an atom in eV/Å: 2.1
Molecular weight in u: 99.1

Partial atomic charges computed with the Mulliken method, in multiples of e: number 1, C, carries 0.383; number 2, C, carries -1.279; number 3, C, carries 0.358; number 4, C, carries 0.029; number 5, O, carries -0.301; number 6, N, carries -0.494; number 7, O, carries -0.468; number 8, H, carries 0.338; number 9, H, carries 0.416; number 10, H, carries 0.360; number 11, H, carries 0.330; number 12, H, carries 0.328



2.
The following is a DFT calculation (the ωB97M-V functional and the def2-TZVPD basis) of the molecule C4H5NO2.

```
12
C4H5NO2 | the OMol25 dataset | the ωB97M-V functional and the def2-TZVPD basis
O 1.194 0.742 -1.412
C 1.114 -0.280 -0.702
C 0.545 0.143 0.631
C -0.121 1.345 0.089
N -0.628 -0.441 1.211
C -1.205 -1.168 0.247
O -0.733 -1.324 -0.906
H 1.642 -1.199 -0.964
H 1.328 0.350 1.366
H -0.907 1.168 -0.633
H -0.079 2.328 0.560
H -2.148 -1.664 0.514
```

Summary:
Frontier orbital gap (spin up / spin down) in eV: 8.34 / 8.34
Energy relative to the best compared isomer or geometry (same formula, charge and spin) in kJ/mol: 417.00
HOMO level (spin up / spin down) in eV: -9.33 / -9.33
Electronic energy in eV: -9809.993
LUMO (spin up / spin down) in Eh: -0.03635 / -0.03635
Largest force on an atom in eV/Å: 0.3
Molecular weight in u: 99.1

Partial atomic charges computed with the Mulliken method, in multiples of e: number 1, O, carries -0.511; number 2, C, carries 0.148; number 3, C, carries 0.088; number 4, C, carries -0.318; number 5, N, carries -0.718; number 6, C, carries 0.158; number 7, O, carries -0.581; number 8, H, carries 0.383; number 9, H, carries 0.385; number 10, H, carries 0.278; number 11, H, carries 0.272; number 12, H, carries 0.415



> Among the records above, which one has the lowest electronic energy?

number 2